Entry 1:
The following is a DFT calculation (ωB97M-V/def2-TZVPD) of a molecular structure, C18H54Mn2N2O14P at a distorted geometry.

Positions of all 91 atoms, in Å:
Mn  -0.972  0.869  -1.532
Mn  0.252  0.846  2.559
P  0.129  -0.307  0.177
O  -0.390  1.101  0.631
O  0.756  -0.827  1.469
O  0.952  0.080  -1.091
O  -1.136  -0.852  -0.517
C  -2.521  -0.590  2.592
O  -1.532  0.070  3.398
C  -1.335  -0.609  4.631
C  -0.213  0.031  5.405
N  0.995  0.047  4.518
C  2.073  0.934  5.014
C  3.016  1.270  3.870
O  2.201  1.634  2.742
C  2.982  2.112  1.640
H  -2.292  -1.650  2.468
H  -2.528  -0.155  1.594
H  -3.508  -0.440  3.035
H  -1.173  -1.684  4.504
H  -2.248  -0.554  5.240
H  -0.030  -0.497  6.344
H  -0.452  1.051  5.720
H  1.368  -0.884  4.698
H  2.645  0.414  5.791
H  1.692  1.828  5.512
H  3.627  0.407  3.597
H  3.647  2.129  4.102
H  3.844  1.479  1.450
H  3.308  3.142  1.817
H  2.324  2.161  0.776
C  0.615  3.695  -2.426
O  -0.522  3.038  -1.864
C  -1.433  3.904  -1.190
C  -2.476  3.114  -0.411
N  -2.953  1.865  -1.077
C  -3.608  2.166  -2.373
C  -3.988  0.827  -3.020
O  -2.790  0.091  -3.071
C  -2.839  -1.238  -3.525
H  1.276  2.929  -2.824
H  1.187  4.229  -1.667
H  0.257  4.352  -3.218
H  -1.910  4.518  -1.961
H  -0.955  4.563  -0.462
H  -3.341  3.764  -0.229
H  -2.117  2.796  0.566
H  -3.771  1.565  -0.550
H  -2.892  2.663  -3.024
H  -4.538  2.734  -2.273
H  -4.357  1.035  -4.030
H  -4.704  0.283  -2.390
H  -3.306  -1.381  -4.505
H  -3.435  -1.846  -2.830
H  -1.838  -1.664  -3.511
C  1.033  -3.345  -1.948
O  1.135  -2.128  -2.687
H  2.021  -3.671  -1.604
H  0.386  -3.215  -1.076
H  0.662  -4.106  -2.631
H  1.227  -1.400  -2.030
C  -0.697  1.378  -4.780
O  -0.081  0.814  -3.616
H  -1.376  2.165  -4.469
H  0.077  1.860  -5.387
H  -1.190  0.637  -5.408
H  0.567  0.170  -3.932
C  4.268  -1.588  0.369
O  3.467  -1.414  1.552
H  5.033  -0.816  0.298
H  4.709  -2.587  0.383
H  3.610  -1.539  -0.502
H  2.563  -1.209  1.264
C  3.859  0.729  -2.575
O  3.458  1.295  -1.334
H  3.109  0.832  -3.364
H  4.768  1.247  -2.880
H  4.098  -0.330  -2.448
H  2.553  0.969  -1.160
C  1.193  -4.341  2.115
O  0.416  -3.306  2.664
H  0.937  -4.560  1.068
H  2.248  -4.032  2.049
H  1.118  -5.248  2.706
H  0.607  -2.451  2.247
C  -2.925  -3.877  -0.695
O  -2.665  -2.969  0.363
H  -3.810  -3.569  -1.260
H  -2.048  -3.949  -1.343
H  -3.129  -4.852  -0.257
H  -2.245  -2.157  0.019

Computed properties:
- total charge = +1
- ΔE to the lowest compared entry with this formula, charge and spin (kcal per mole) = 0.0
- multiplicity = 11
- lowest unoccupied orbital energy (spin up / spin down) (eV) = -2.2 / -2.6
- energy (a.u.) = -4524.38406
- Kohn-Sham gap (spin up / spin down) (eV) = 8.645 / 8.837

Entry 2:
The following is a DFT calculation (ωB97M-V/def2-TZVPD) of 9 unconnected molecules or ions with the total composition C18H54O18 at a distorted geometry.

Positions of all 90 atoms, in Å:
C  -0.778  0.065  -0.250
C  0.729  0.398  0.353
O  1.675  0.617  -0.694
O  -0.588  -0.855  -1.266
H  -1.271  0.911  -0.729
H  -1.492  -0.301  0.488
H  1.119  -0.411  0.971
H  0.524  1.253  0.998
H  1.695  1.546  -0.935
H  0.339  -0.680  -1.445
C  -1.805  4.128  0.507
C  -1.010  5.324  -0.287
O  -0.334  6.298  0.537
O  -2.652  4.814  1.440
H  -1.110  3.481  1.042
H  -2.379  3.450  -0.125
H  -1.582  5.855  -1.047
H  -0.292  5.035  -1.054
H  -1.103  6.553  1.051
H  -2.099  4.689  2.215
C  0.447  -4.215  -1.509
C  1.422  -4.159  -2.662
O  1.616  -5.482  -3.041
O  0.658  -5.268  -0.657
H  -0.618  -4.092  -1.701
H  0.541  -3.261  -0.990
H  2.247  -3.516  -2.355
H  0.796  -3.685  -3.418
H  2.190  -5.795  -2.338
H  1.353  -4.897  -0.109
C  -2.663  -3.451  1.553
C  -2.960  -4.915  1.134
O  -2.733  -5.081  -0.224
O  -1.265  -3.281  1.821
H  -3.250  -3.196  2.435
H  -2.950  -2.670  0.848
H  -4.044  -5.026  1.160
H  -2.521  -5.754  1.673
H  -2.286  -5.924  -0.337
H  -0.807  -3.738  1.112
C  5.458  -0.848  2.345
C  3.935  -0.728  2.027
O  3.109  -1.369  3.040
O  5.784  -2.155  2.568
H  5.750  -0.190  3.164
H  6.032  -0.590  1.455
H  3.660  -1.294  1.137
H  3.590  0.299  1.913
H  3.049  -2.306  2.839
H  6.714  -2.153  2.803
C  -3.231  3.534  -3.496
C  -2.598  2.079  -3.685
O  -3.475  0.987  -4.047
O  -2.340  4.567  -3.825
H  -3.699  3.601  -2.514
H  -4.074  3.631  -4.181
H  -2.140  1.808  -2.734
H  -1.731  2.096  -4.344
H  -3.366  0.273  -3.415
H  -2.846  5.348  -4.061
C  2.467  1.275  5.240
C  2.806  0.050  6.113
O  3.839  -0.663  5.564
O  1.571  0.790  4.194
H  3.334  1.692  4.729
H  1.858  1.982  5.804
H  1.978  -0.639  6.285
H  3.279  0.306  7.061
H  3.669  -1.111  4.732
H  1.969  0.044  3.740
C  -3.993  -1.736  -1.683
C  -4.872  -3.025  -1.787
O  -6.091  -2.931  -2.448
O  -3.414  -1.555  -2.952
H  -3.177  -1.726  -0.960
H  -4.702  -0.957  -1.403
H  -5.083  -3.525  -0.842
H  -4.263  -3.728  -2.356
H  -6.822  -2.697  -1.872
H  -2.497  -1.769  -2.764
C  2.747  4.108  -2.236
C  3.218  3.728  -0.741
O  2.143  3.601  0.183
O  2.224  2.918  -2.906
H  3.584  4.577  -2.753
H  1.924  4.818  -2.168
H  3.949  4.489  -0.468
H  3.713  2.757  -0.763
H  1.822  4.503  0.117
H  2.484  3.075  -3.817

Computed properties:
- total charge = 0
- ΔE to the lowest compared entry with this formula, charge and spin (kcal per mole) = 107.4
- multiplicity = 1
- lowest unoccupied orbital energy (eV) = -0.1
- energy (a.u.) = -2072.23162
- Kohn-Sham gap (eV) = 9.477

Entry 3:
The following is a DFT calculation (ωB97M-V/def2-TZVPD) of 9 unconnected molecules or ions with the total composition C18H54O18 at a distorted geometry.

Positions of all 90 atoms, in Å:
C  -1.786  2.190  4.225
C  -0.564  1.191  4.329
O  0.451  1.492  3.342
O  -2.392  2.151  2.955
H  -1.437  3.177  4.526
H  -2.535  1.871  4.950
H  -0.928  0.189  4.103
H  -0.121  1.312  5.318
H  0.893  2.323  3.532
H  -1.696  2.177  2.295
C  0.354  -2.403  -4.871
C  -0.992  -2.378  -4.084
O  -2.039  -3.102  -4.691
O  1.307  -1.554  -4.254
H  0.222  -1.901  -5.829
H  0.734  -3.417  -5.002
H  -1.282  -1.328  -4.105
H  -0.759  -2.595  -3.042
H  -1.822  -4.037  -4.674
H  2.158  -1.620  -4.692
C  -0.746  -0.180  0.445
C  -0.484  -0.976  -0.940
O  0.902  -1.147  -1.338
O  -0.260  1.178  0.284
H  -0.080  -0.702  1.131
H  -1.812  -0.222  0.672
H  -1.057  -0.516  -1.745
H  -0.941  -1.949  -0.764
H  1.033  -1.294  -2.277
H  0.699  1.203  0.282
C  3.152  -0.565  1.968
C  3.234  1.024  1.866
O  2.364  1.621  0.829
O  2.083  -0.892  2.856
H  4.100  -0.987  2.300
H  2.975  -0.875  0.938
H  4.282  1.185  1.615
H  3.162  1.577  2.803
H  2.966  1.879  0.127
H  1.528  -0.109  2.852
C  1.499  2.620  -2.683
C  1.511  1.548  -3.778
O  2.042  2.061  -5.011
O  0.333  3.344  -2.608
H  2.269  3.382  -2.808
H  1.668  2.222  -1.682
H  0.509  1.179  -4.001
H  2.119  0.711  -3.435
H  1.402  2.728  -5.272
H  0.107  3.627  -3.497
C  0.702  4.832  2.222
C  1.097  4.908  3.693
O  1.600  3.642  4.079
O  1.903  4.583  1.394
H  0.198  5.676  1.751
H  0.079  3.956  2.041
H  0.232  5.033  4.344
H  1.845  5.687  3.843
H  2.452  3.732  4.514
H  1.897  3.637  1.233
C  -2.302  -5.031  -1.050
C  -2.741  -5.989  -2.233
O  -1.913  -5.895  -3.378
O  -1.316  -5.634  -0.284
H  -3.053  -4.824  -0.287
H  -1.884  -4.096  -1.423
H  -3.724  -5.702  -2.606
H  -2.707  -6.972  -1.763
H  -0.984  -5.943  -3.141
H  -1.162  -4.902  0.318
C  1.601  -5.346  1.044
C  1.166  -3.862  0.922
O  -0.040  -3.696  1.592
O  1.695  -5.836  2.344
H  2.593  -5.377  0.593
H  1.003  -6.009  0.420
H  1.077  -3.508  -0.105
H  1.807  -3.152  1.444
H  0.100  -3.764  2.539
H  0.839  -6.009  2.741
C  -2.460  3.733  -0.314
C  -3.899  4.285  0.023
O  -3.714  5.568  0.582
O  -2.485  2.437  -0.954
H  -1.940  3.580  0.632
H  -1.903  4.441  -0.928
H  -4.412  3.552  0.647
H  -4.532  4.449  -0.849
H  -3.312  5.389  1.436
H  -1.731  2.014  -0.536

Computed properties:
- total charge = +1
- ΔE to the lowest compared entry with this formula, charge and spin (kcal per mole) = 12.9
- multiplicity = 2
- lowest unoccupied orbital energy (spin up / spin down) (eV) = -2.2 / -9.0
- energy (a.u.) = -2071.98854
- Kohn-Sham gap (spin up / spin down) (eV) = 9.560 / 2.797

Entry 4:
The following is a DFT calculation (ωB97M-V/def2-TZVPD) of 9 unconnected molecules or ions with the total composition C18H54O9 at a distorted geometry.

Positions of all 81 atoms, in Å:
C  -0.025  -1.396  -4.767
C  -0.600  -1.648  -3.382
C  0.039  -2.809  -2.658
O  -0.567  -0.415  -2.603
H  -0.554  -0.739  -5.392
H  0.041  -2.338  -5.254
H  0.967  -1.032  -4.757
H  -1.675  -1.842  -3.542
H  -0.276  -3.747  -3.182
H  -0.336  -2.822  -1.639
H  1.092  -2.663  -2.647
H  0.103  -0.527  -1.907
C  -4.548  -2.223  -0.447
C  -4.583  -0.754  -0.904
C  -5.939  -0.357  -1.451
O  -4.106  0.155  0.105
H  -5.137  -2.860  -1.138
H  -5.076  -2.344  0.450
H  -3.536  -2.545  -0.259
H  -3.859  -0.736  -1.694
H  -5.929  0.638  -1.853
H  -6.620  -0.309  -0.624
H  -6.216  -1.040  -2.281
H  -3.551  0.825  -0.342
C  -0.941  3.458  -2.221
C  -2.316  2.853  -2.068
C  -2.933  2.548  -3.467
O  -2.342  1.628  -1.352
H  -0.873  4.375  -2.828
H  -0.266  2.723  -2.705
H  -0.511  3.773  -1.240
H  -3.036  3.529  -1.571
H  -3.263  3.520  -3.909
H  -3.683  1.756  -3.501
H  -2.127  2.248  -4.140
H  -1.983  0.915  -1.947
C  3.246  1.536  -1.183
C  2.992  0.060  -1.510
C  4.266  -0.798  -1.360
O  1.824  -0.458  -0.875
H  3.114  1.756  -0.114
H  2.477  2.145  -1.709
H  4.235  1.739  -1.474
H  2.764  -0.043  -2.528
H  4.776  -0.528  -0.433
H  4.940  -0.640  -2.152
H  3.939  -1.875  -1.367
H  2.106  -0.819  -0.021
C  4.006  -2.619  3.103
C  2.503  -2.368  2.613
C  1.592  -2.278  3.777
O  2.587  -1.202  1.720
H  4.145  -3.714  3.273
H  4.200  -2.038  4.030
H  4.708  -2.278  2.397
H  2.236  -3.146  1.901
H  1.946  -1.602  4.567
H  1.385  -3.244  4.248
H  0.630  -1.989  3.345
H  2.425  -0.396  2.245
C  1.238  3.185  4.121
C  2.305  2.229  3.587
C  2.879  1.259  4.543
O  1.705  1.475  2.472
H  0.978  3.887  3.327
H  1.672  3.641  5.032
H  0.396  2.592  4.395
H  3.236  2.744  3.229
H  3.563  0.571  3.986
H  2.079  0.664  4.976
H  3.473  1.843  5.225
H  0.759  1.648  2.320
O  -0.578  -2.401  1.248
H  -0.915  -1.533  1.452
H  0.308  -2.158  0.839
O  -0.786  2.257  1.405
H  -0.760  1.928  0.509
H  -1.431  1.654  1.773
O  -2.267  -0.061  2.003
H  -2.672  -0.338  2.817
H  -3.056  -0.084  1.365

Computed properties:
- total charge = 0
- ΔE to the lowest compared entry with this formula, charge and spin (kcal per mole) = 8.1
- multiplicity = 1
- lowest unoccupied orbital energy (eV) = 0.7
- energy (a.u.) = -1395.35390
- Kohn-Sham gap (eV) = 10.628

Entry 5:
The following is a DFT calculation (ωB97M-V/def2-TZVPD) of 9 unconnected molecules or ions with the total composition C18H54O9 at a distorted geometry.

Positions of all 81 atoms, in Å:
O  -14.139  2.583  -6.280
H  -13.942  1.610  -6.121
H  -15.087  2.820  -6.335
O  -15.192  -0.088  -6.102
H  -14.752  -0.903  -6.394
H  -16.109  -0.382  -5.892
O  -14.572  -2.278  -8.056
H  -14.616  -1.420  -8.456
H  -13.713  -2.707  -8.153
C  -11.967  1.002  -8.672
C  -13.264  1.264  -9.419
C  -13.212  0.668  -10.859
O  -14.367  0.724  -8.780
H  -11.092  1.326  -9.285
H  -11.932  -0.074  -8.417
H  -11.853  1.538  -7.725
H  -13.368  2.349  -9.495
H  -12.855  -0.370  -10.880
H  -12.569  1.255  -11.492
H  -14.185  0.685  -11.342
H  -14.329  1.234  -7.904
C  -12.376  -2.150  -5.312
C  -11.557  -3.000  -6.334
C  -10.422  -3.921  -5.767
O  -12.382  -3.773  -7.270
H  -12.673  -1.100  -5.612
H  -11.826  -2.046  -4.354
H  -13.397  -2.651  -5.202
H  -10.997  -2.299  -7.051
H  -9.758  -3.282  -5.194
H  -9.898  -4.366  -6.591
H  -10.750  -4.659  -5.065
H  -12.878  -4.467  -6.830
C  -18.902  1.127  -6.623
C  -18.223  2.486  -6.962
C  -18.171  3.281  -5.638
O  -16.916  2.390  -7.477
H  -18.293  0.755  -5.760
H  -18.805  0.357  -7.422
H  -19.952  1.230  -6.238
H  -18.899  3.077  -7.627
H  -17.653  2.745  -4.919
H  -19.176  3.359  -5.289
H  -17.772  4.345  -5.758
H  -16.908  1.847  -8.265
C  -17.121  -2.656  -5.272
C  -18.250  -3.707  -5.337
C  -19.577  -3.052  -5.211
O  -18.230  -4.344  -6.576
H  -16.276  -2.991  -5.898
H  -16.813  -2.385  -4.277
H  -17.490  -1.744  -5.748
H  -18.193  -4.483  -4.519
H  -20.430  -3.716  -5.204
H  -19.675  -2.427  -6.162
H  -19.539  -2.508  -4.254
H  -17.328  -4.696  -6.689
C  -14.598  -5.836  -9.689
C  -15.897  -5.583  -8.865
C  -16.621  -6.841  -8.456
O  -15.667  -4.742  -7.693
H  -14.898  -6.504  -10.488
H  -13.822  -6.278  -9.087
H  -14.286  -4.890  -10.187
H  -16.516  -4.984  -9.550
H  -16.141  -7.291  -7.604
H  -16.556  -7.501  -9.295
H  -17.659  -6.580  -8.261
H  -15.598  -3.831  -8.066
C  -21.603  -2.713  -8.539
C  -21.192  -3.948  -9.208
C  -19.936  -3.583  -9.996
O  -21.049  -5.022  -8.331
H  -20.774  -2.130  -8.168
H  -22.374  -2.957  -7.742
H  -22.083  -1.982  -9.200
H  -21.945  -4.275  -9.925
H  -19.032  -3.246  -9.441
H  -20.166  -2.772  -10.665
H  -19.635  -4.413  -10.632
H  -20.208  -4.890  -7.848

Computed properties:
- total charge = 0
- ΔE to the lowest compared entry with this formula, charge and spin (kcal per mole) = 28.5
- multiplicity = 1
- lowest unoccupied orbital energy (eV) = 0.5
- energy (a.u.) = -1395.32148
- Kohn-Sham gap (eV) = 10.430